[1]
ORCA calculation (wB97M-V/def2-TZVPD) on a molecular structure, C24H12Cl4MnN5O2.

```
48
Properties=species:S:1:pos:R:3
Mn 0.05464 0.06235 0.03474
C -3.69062 1.43285 1.83156
C -3.36900 2.53433 2.61850
C -2.05730 2.91976 2.65755
C -1.07225 2.22958 1.93061
N -1.37909 1.15529 1.16169
C -2.68802 0.80094 1.14614
N 0.18174 2.75630 2.09059
C 1.24498 2.31676 1.54187
N 1.42522 1.24269 0.67644
C 2.77836 1.17828 0.36049
N 3.40518 0.36336 -0.39302
C 2.84130 -0.67455 -1.08595
C 3.77519 -1.40793 -1.83788
C 3.39190 -2.48101 -2.59448
C 2.04193 -2.81839 -2.59129
C 1.17974 -2.06682 -1.83907
N 1.52449 -0.99860 -1.07794
C 3.48631 2.26239 1.05931
C 4.82327 2.61340 1.06778
C 5.17831 3.70846 1.84424
C 4.22464 4.41655 2.57884
C 2.88469 4.05280 2.56107
C 2.54532 2.96106 1.78412
H -4.70086 1.06106 1.74360
H -4.12427 3.06777 3.17917
H -1.71638 3.76167 3.24041
H -2.94371 -0.04308 0.54474
H 4.79986 -1.07405 -1.78047
H 4.11315 -3.04296 -3.17184
H 1.65267 -3.64993 -3.16011
H 0.14509 -2.33294 -1.84337
H 5.55166 2.05698 0.49462
H 6.21278 4.02230 1.88346
H 4.53991 5.26439 3.17206
H 2.13692 4.59255 3.12513
Cl -6.97293 -4.40400 -2.01060
C -5.33868 -3.89797 -1.94483
C -4.36190 -4.59655 -2.67591
Cl -4.81472 -5.94715 -3.62564
C -2.99835 -4.22771 -2.66212
Cl -1.76862 -5.03425 -3.52644
C -2.76047 -3.14284 -1.87432
O -1.73484 -2.29258 -1.42322
C -3.70093 -2.46972 -1.17007
O -2.75202 -1.56397 -0.66094
C -5.02739 -2.77677 -1.14364
Cl -6.16694 -1.89013 -0.23560
```

Summary:
ΔE to the lowest compared entry with this formula, charge and spin = 0.00 kcal/mol
Molar mass = 599.14 g/mol
LUMO energy (alpha / beta) = -4.0 / -3.6 eV
Net charge = +1
HOMO-LUMO gap (alpha / beta) = 7.213 / 7.606 eV
⟨S²⟩ = 3.770
DFT total energy = -118028.4093 eV
Multiplicity = 4


[2]
ORCA calculation (wB97M-V/def2-TZVPD) on a molecular structure, C24H15Cl5NO4PPd.

```
51
Properties=species:S:1:pos:R:3
Pd 0.92132 1.09047 -0.34787
Cl 7.87294 1.62258 2.29894
C 6.26983 1.38218 2.01210
C 5.83554 1.23792 0.64073
Cl 6.97001 1.29561 -0.61538
C 4.51395 1.05947 0.38913
Cl 3.87821 0.88625 -1.14285
C 3.52541 1.05675 1.51251
O 2.33342 1.03106 1.31967
C 4.04409 1.13861 2.91531
Cl 2.91360 1.04495 4.13677
C 5.37414 1.31350 3.14049
Cl 5.98830 1.45451 4.71322
O -0.70174 1.25047 -1.50175
P -1.50778 0.08061 -0.90044
C -2.43368 -0.78864 -2.13168
C -2.51191 -2.18083 -2.11535
C -3.29155 -2.82909 -3.06017
C -3.97829 -2.08894 -4.01324
C -3.89359 -0.70183 -4.03091
C -3.12532 -0.04198 -3.08749
C -2.53113 0.59912 0.45258
C -2.27608 1.83106 1.05895
C -3.06685 2.23839 2.12135
C -4.09429 1.42089 2.57496
C -4.34951 0.19827 1.96667
C -3.57408 -0.21518 0.89616
C -0.14655 -0.96344 -0.26096
C -0.09319 -1.40268 1.07774
C 0.92230 -2.24247 1.48307
C 1.89969 -2.65131 0.57038
C 1.87493 -2.21141 -0.74149
C 0.85097 -1.36666 -1.16892
H -1.96787 -2.75908 -1.37697
H -3.36000 -3.90814 -3.05640
H -4.58319 -2.59718 -4.75204
H -4.42741 -0.13473 -4.78084
H -3.05581 1.03884 -3.09941
H -1.48989 2.47495 0.68096
H -2.89307 3.19982 2.58463
H -4.71253 1.74653 3.40082
H -5.16333 -0.42239 2.31526
H -3.79188 -1.15305 0.39879
H -0.86241 -1.08638 1.77189
H 0.94976 -2.60238 2.50285
H 2.67422 -3.33691 0.88972
H 2.62307 -2.54645 -1.44744
H 0.78620 -1.06693 -2.20947
O 1.22827 3.03646 -0.29253
N 1.68977 3.63392 -1.38356
O 1.94297 2.93492 -2.30848
```

Summary:
Molar mass = 696.05 g/mol
LUMO energy = -10.4 eV
Net charge = +2
HOMO-LUMO gap = 3.955 eV
DFT total energy = -110172.4936 eV


[3]
ORCA calculation (wB97M-V/def2-TZVPD) on a molecular structure, C24H15N3O3S11Se2Ti.

```
59
Properties=species:S:1:pos:R:3
Ti -0.56347 1.23637 -0.11283
S 6.81436 0.94378 1.82931
C 5.36459 0.82536 1.05126
S 4.27989 2.15978 0.83937
C 3.02102 1.33757 -0.05282
C 3.27134 0.01509 -0.27394
S 2.19653 -1.04598 -1.14451
S 4.78407 -0.62450 0.32271
S 1.70984 2.30394 -0.62335
Se -1.20959 1.74088 -2.73543
Se -3.15317 1.04876 0.53707
C -2.79060 2.90281 0.42394
C -3.70966 3.92393 0.68245
C -3.29923 5.23309 0.57325
C -1.98315 5.51927 0.21090
C -1.13285 4.46086 -0.03523
N -1.53849 3.19808 0.05971
C -1.45652 -0.09304 -2.49878
C -2.10279 -0.97817 -3.37270
C -2.20273 -2.30531 -3.03113
C -1.66109 -2.75762 -1.82173
C -1.04862 -1.83172 -1.00811
N -0.95030 -0.54623 -1.34269
H -4.71373 3.66197 0.98117
H -3.99409 6.03726 0.77823
H -1.62238 6.53331 0.12847
H -0.09343 4.59799 -0.31622
H -2.50929 -0.59868 -4.29881
H -2.70297 -2.99845 -3.69496
H -1.72266 -3.79327 -1.51958
H -0.60768 -2.09444 -0.05279
C 0.68096 -4.13458 -3.13209
S 0.89015 -3.09737 -4.59730
C 2.60300 -2.73741 -4.43911
C 3.13982 -1.64786 -3.85540
S 2.23240 -0.34124 -3.08601
S 4.88013 -1.56042 -3.82505
C 5.20078 -3.06950 -4.62159
S 6.70693 -3.64818 -4.92760
S 3.74300 -3.89674 -5.07627
H -0.37112 -4.41048 -3.10539
H 0.91676 -3.57700 -2.22798
H 1.28701 -5.03708 -3.18859
O 0.07032 2.81256 4.58844
S -0.93742 2.22048 3.75795
O -2.17127 2.92299 3.55610
N -0.26483 1.79019 2.30901
C -0.12223 0.48091 2.25088
O 0.31565 -0.07351 1.19936
C -0.63283 -0.29308 3.41298
C -0.63845 -1.66399 3.62818
C -1.24985 -2.12941 4.78136
C -1.84210 -1.25092 5.68631
C -1.83022 0.12435 5.47167
C -1.21470 0.56741 4.32146
H -0.18361 -2.33739 2.91615
H -1.27440 -3.19250 4.98188
H -2.32070 -1.64632 6.57161
H -2.28630 0.81339 6.16680
```

Summary:
Molar mass = 951.93 g/mol
LUMO energy (alpha / beta) = 1.6 / 1.6 eV
Net charge = -1
HOMO-LUMO gap (alpha / beta) = 6.607 / 6.702 eV
⟨S²⟩ = 0.755
DFT total energy = -308745.9137 eV
Multiplicity = 2